Density functional theory data (ωB97M-V/def2-TZVPD) for the molecule C31H32N2O7.

```
72
Properties=species:S:1:pos:R:3:forces:R:3
C 2.414511 -0.294669 3.596751 0.2 -0.3 0.2
H 2.011566 0.365257 4.360604 0.0 0.0 0.0
H 3.500525 -0.204308 3.539476 -0.1 0.0 0.0
H 2.155696 -1.334140 3.808048 0.0 0.1 0.0
O 1.832825 0.119463 2.367120 -0.2 0.2 -0.1
C 2.153767 -0.618902 1.299084 -0.1 -0.1 -0.2
O 2.789207 -1.633839 1.340785 0.0 -0.1 0.0
C 1.499664 -0.049141 0.032506 0.4 -0.3 0.0
N 1.585938 1.417737 0.067742 0.0 -0.3 0.0
C 2.780670 1.969118 0.395525 -0.1 0.2 -0.1
O 3.761758 1.276698 0.603641 0.2 0.0 0.0
C 2.829452 3.456718 0.454772 0.2 0.3 0.0
C 3.454615 4.058042 1.541434 -0.1 -0.1 0.0
C 3.556465 5.435578 1.609741 0.0 0.0 0.1
C 3.055899 6.218991 0.583011 0.0 0.0 0.0
C 2.456103 5.622374 -0.514095 0.0 0.1 -0.1
C 2.337509 4.245735 -0.579807 0.0 -0.1 0.1
H 1.887086 3.781013 -1.444521 -0.1 -0.1 -0.1
H 2.080981 6.232729 -1.322419 0.0 0.0 -0.1
H 3.141369 7.294324 0.632504 0.0 0.1 0.0
H 4.034188 5.898549 2.460197 0.0 0.0 0.1
H 3.855309 3.433421 2.325537 0.1 -0.1 0.1
C 0.292248 2.072064 0.205484 -0.3 0.5 0.0
C -0.577837 0.940404 0.612797 -0.2 -0.3 0.2
C -1.585774 0.728773 1.458840 0.0 0.4 -0.2
C -1.815749 -0.715609 1.579700 0.3 0.1 -0.1
O -2.720115 -1.281458 2.145670 -0.2 0.1 0.1
C -0.661238 -1.425950 0.865316 0.0 -0.3 -0.2
C -1.170456 -2.637561 0.082139 0.1 0.1 0.1
C -2.050448 -3.476697 0.989926 0.4 -0.1 -0.3
O -1.619285 -4.148485 1.894354 0.0 0.0 -0.2
C -3.523236 -3.433729 0.589516 -0.5 -0.2 0.1
O -3.843353 -3.103705 -0.547051 0.1 0.0 -0.1
N -4.416239 -3.795270 1.512812 -0.1 0.0 -0.1
C -5.835226 -3.765629 1.198165 -0.3 0.0 -0.4
C -6.496410 -4.400536 2.414825 0.1 0.1 0.0
H -7.516960 -4.052639 2.558517 0.0 0.0 0.0
H -6.506837 -5.486524 2.314332 0.0 0.0 0.0
C -5.560858 -3.986769 3.548722 0.0 -0.1 -0.1
H -5.659665 -4.614736 4.431463 0.0 0.0 0.1
H -5.752667 -2.951061 3.830292 0.0 0.0 0.0
C -4.178891 -4.103116 2.908690 0.3 -0.2 0.7
H -3.455595 -3.406826 3.334541 -0.1 -0.1 0.0
H -3.780465 -5.118754 3.003112 0.0 0.1 0.1
H -6.016292 -4.301323 0.263907 -0.1 0.1 0.1
H -6.154901 -2.726851 1.059150 0.0 -0.1 0.0
H -1.766202 -2.323310 -0.776587 0.1 0.0 0.0
H -0.323034 -3.241878 -0.245908 0.0 0.0 0.0
C -0.016602 -0.318036 0.031159 0.0 -0.1 0.2
H -0.340216 -0.408027 -1.011917 0.0 0.1 0.1
H 0.018434 -1.780339 1.647086 0.0 0.1 0.0
H -2.163708 1.458637 1.995338 -0.1 0.2 0.1
H 0.330566 2.877758 0.941275 0.0 -0.1 -0.1
H -0.042365 2.483563 -0.756813 0.0 0.0 0.1
C 2.217899 -0.628123 -1.202331 0.0 0.1 0.1
C 1.733864 0.010796 -2.469390 0.1 -0.1 0.1
C 0.710194 -0.555858 -3.224431 0.1 0.1 -0.1
C 0.232219 0.072676 -4.354782 0.0 0.2 -0.2
C 0.769872 1.292335 -4.767978 0.0 -0.1 0.1
C 1.805893 1.856210 -4.031225 -0.1 0.2 -0.3
C 2.276375 1.213482 -2.898540 -0.1 -0.2 0.0
H 3.094019 1.652596 -2.345643 0.1 0.0 0.0
H 2.261052 2.787045 -4.332539 0.0 0.1 -0.1
O 0.223127 1.833252 -5.891647 -0.1 -0.3 0.2
C 0.755597 3.036358 -6.388205 0.1 0.2 -0.1
H 0.634824 3.856967 -5.672931 0.0 0.0 0.0
H 1.814431 2.931942 -6.646089 0.0 0.0 0.0
H 0.186924 3.260487 -7.289233 0.1 0.0 0.1
H -0.558236 -0.364697 -4.943534 -0.1 -0.1 -0.1
H 0.296622 -1.513315 -2.940303 -0.1 -0.1 0.1
H 2.045693 -1.704608 -1.210718 0.1 0.0 0.0
H 3.286960 -0.454861 -1.072319 -0.1 -0.1 0.0
```
Positions in Å, forces in eV/Å.

Properties
Kohn-Sham gap = 8.79 eV
Max |F| = 0.0150 hartree/bohr
Energy = -49979.8877 eV
LUMO level = 0.2 eV
Net charge = 0
HOMO = -8.6 eV


Density functional theory data (ωB97M-V/def2-TZVPD) for a cluster of 2 separate species, C7H12FN3O in total.

```
24
Properties=species:S:1:pos:R:3:forces:R:3
C 2.862968 -3.760675 2.338929 -0.2 0.1 0.3
C 2.087470 -3.340641 3.394470 0.7 -0.3 -0.4
C -2.643582 1.838167 -1.215234 -0.2 0.0 0.0
C 0.324747 1.042589 -1.253022 -0.2 0.4 0.1
C -0.245250 0.065137 -0.271978 0.2 0.1 0.1
C -0.343921 2.434218 -1.182110 0.4 -0.1 -0.1
C 0.125053 -0.008515 0.993749 -0.2 -0.2 -0.2
N 2.093979 -3.513976 1.255314 0.4 -0.1 0.5
N 0.925221 -2.876149 2.897788 -0.4 0.2 0.5
N 0.934292 -2.981077 1.626517 -0.6 0.1 -1.2
O -1.589155 2.540720 -1.824254 0.0 0.0 -0.2
F 1.093367 0.787322 1.495063 0.1 0.2 0.0
H 3.840179 -4.189570 2.282528 0.2 -0.1 0.0
H 2.289947 -3.346435 4.444478 0.1 0.0 0.2
H -3.570236 2.281185 -1.586665 0.1 -0.1 0.1
H -2.609271 1.934082 -0.122910 0.0 0.0 0.0
H -2.627796 0.773729 -1.479322 0.0 0.1 0.1
H 0.232944 0.661518 -2.271324 0.1 0.0 0.0
H 1.382191 1.193438 -1.025742 0.0 0.0 -0.1
H -1.019027 -0.610719 -0.598593 -0.1 -0.2 0.1
H 2.307910 -3.674345 0.283772 -0.2 0.1 0.1
H 0.289800 3.155236 -1.705293 0.0 0.0 0.1
H -0.429119 2.734724 -0.127245 0.0 0.0 -0.1
H -0.254817 -0.695791 1.732379 0.0 0.0 0.0
```
Positions in Å, forces in eV/Å.

Properties
Kohn-Sham gap = 9.70 eV
Max |F| = 0.0265 hartree/bohr
Energy = -16686.4144 eV
ΔE to the lowest compared entry with this formula, charge and spin = 0.000 eV
LUMO level = 0.7 eV
Net charge = 0
HOMO = -9.0 eV


Density functional theory data (ωB97M-V/def2-TZVPD) for the molecule C2H3N3O2.

```
10
Properties=species:S:1:pos:R:3:forces:R:3
C -0.471653 -0.186028 -0.415242 2.8 0.7 1.1
C 0.923080 0.975874 0.804789 -0.2 4.3 4.0
H -1.699111 -1.367943 -1.430626 0.2 -1.2 -1.1
H -2.658816 -0.235981 -0.500629 4.5 -1.2 -0.7
H 2.462446 -0.455368 0.622624 -3.2 1.4 -1.6
N -1.620487 -0.697424 -0.729058 -7.1 1.2 0.3
N 0.696793 -0.744269 -0.523134 -3.0 -2.9 -2.4
N 1.509666 -0.032846 0.206843 5.1 0.4 2.6
O 1.330042 1.785768 1.683223 -1.6 -2.7 -3.3
O -0.471960 0.958215 0.281208 2.3 0.0 1.1
```
Positions in Å, forces in eV/Å.

Properties
Kohn-Sham gap = 8.95 eV
Max |F| = 0.1394 hartree/bohr
Energy = -10686.4551 eV
ΔE to the lowest compared entry with this formula, charge and spin = 2.002 eV
LUMO level = 0.6 eV
Net charge = 0
HOMO = -8.4 eV


Density functional theory data (ωB97M-V/def2-TZVPD) for a structure of composition C22H44Cl2MoO5SSi.

```
76
Properties=species:S:1:pos:R:3:forces:R:3
C -0.914842 1.378618 -4.583087 0.1 -1.2 -0.6
C -1.770993 0.268665 -4.236793 0.6 0.3 -0.5
C -0.936706 -0.866742 -3.956794 0.5 0.5 -0.6
C -3.256298 0.277855 -4.268518 -0.3 0.0 0.0
C 0.434028 -0.475022 -4.179283 -1.1 0.4 -0.4
C 0.452706 0.917916 -4.528400 -0.3 -0.6 -0.8
C 1.680236 1.690460 -4.849734 0.1 0.3 -0.1
C -1.415140 2.713511 -5.023647 0.0 0.2 0.1
C -1.392912 -2.213281 -3.539098 -0.2 -0.4 0.2
C 1.608220 -1.384000 -4.083730 0.1 0.0 0.2
Mo -0.511940 0.777479 -2.458762 1.6 0.5 3.1
Cl -2.484785 0.292885 -1.102370 0.1 0.0 0.0
Cl -0.200071 3.031615 -1.964128 -1.1 -1.0 -0.3
O 0.835128 -0.372847 -1.568430 -0.7 0.3 -0.7
H -3.641311 1.250494 -3.948896 0.0 -0.2 0.0
H -3.659552 -0.489536 -3.603537 0.0 0.2 0.0
H -3.625264 0.085309 -5.283335 0.1 0.0 0.0
H -2.265686 -2.139878 -2.886557 0.1 0.0 0.0
H -0.603093 -2.726273 -2.985283 -0.1 0.0 0.0
H -1.669149 -2.834145 -4.396976 0.0 0.0 -0.1
H 1.425372 -2.177393 -3.359404 0.0 0.1 0.1
H 2.493971 -0.836323 -3.766839 0.0 0.0 0.1
H 1.824421 -1.854515 -5.048132 -0.1 0.1 -0.1
H 2.537941 1.254096 -4.330166 -0.1 0.2 -0.1
H 1.627575 2.730249 -4.481008 0.2 -0.3 0.1
H 1.888297 1.675054 -5.930714 -0.1 -0.1 0.1
H -2.281771 3.009767 -4.422080 0.2 0.0 -0.1
H -1.733904 2.663804 -6.074754 0.1 0.0 0.1
H -0.641430 3.479224 -4.916401 -0.1 -0.1 0.0
H 0.889075 -0.154422 -0.612874 -0.4 0.2 -0.1
O 2.213803 3.738717 -2.967830 1.8 0.7 1.0
H 2.871833 3.897019 -2.226813 -1.2 -0.3 -1.3
C -1.044403 -3.086827 2.823081 0.1 -0.1 0.1
C -1.583988 -2.202323 1.702027 0.4 0.4 0.0
C -2.005771 -3.083418 0.530852 0.1 -0.2 -0.5
C -2.800482 -1.438591 2.194021 -0.2 0.1 0.1
O -0.589889 -1.272802 1.214086 -0.6 -0.9 0.8
Si 0.364790 -0.176406 2.030676 0.1 0.0 -0.2
S 0.688007 1.485398 0.954740 -0.3 0.4 -0.1
O -0.323829 0.064337 3.547512 -0.1 0.2 0.3
C -0.851007 1.295158 4.089585 0.2 -0.5 -0.2
C -1.954414 1.862188 3.218896 -0.4 0.2 -0.1
C -1.391110 0.962311 5.486137 0.0 -0.2 0.0
C 0.243885 2.331505 4.217940 0.5 0.5 0.1
O 1.771663 -1.055866 2.274910 0.4 -0.2 0.2
C 3.114140 -0.561211 2.357945 -0.2 0.0 -0.2
C 3.602722 0.010556 1.030982 0.0 0.4 -0.4
C 3.237041 0.511803 3.426239 0.2 0.2 0.3
C 4.020876 -1.744146 2.708737 -0.1 -0.3 0.2
H -1.833210 -3.788315 3.132689 0.1 0.1 0.0
H -0.747793 -2.484703 3.688787 0.0 -0.1 -0.2
H -0.184091 -3.665452 2.465886 -0.1 0.1 0.1
H -2.816504 -3.787011 0.785476 0.2 0.3 0.2
H -2.361254 -2.450554 -0.290460 0.2 -0.1 0.1
H -1.153889 -3.688748 0.195346 -0.1 0.2 -0.1
H -2.583044 -0.941270 3.146102 -0.1 -0.1 -0.3
H -3.074140 -0.699577 1.432158 0.0 -0.1 0.2
H -3.623606 -2.150308 2.342773 0.0 0.2 0.0
H -2.786730 1.153518 3.135258 0.1 0.2 0.0
H -2.315258 2.779506 3.704634 -0.1 -0.1 -0.2
H -1.578782 2.109268 2.214560 -0.1 -0.1 0.3
H -0.596224 0.528008 6.103851 -0.1 0.0 -0.1
H -1.763203 1.860708 5.991831 0.1 0.0 -0.1
H -2.218686 0.246598 5.426354 0.1 0.0 0.0
H 1.087694 1.924739 4.789890 -0.2 0.1 0.0
H 0.604645 2.656612 3.229988 -0.1 -0.3 0.3
H -0.157120 3.214429 4.734714 0.1 -0.1 0.0
H 3.013512 0.891962 0.726138 0.3 -0.5 0.2
H 4.650098 0.327632 1.145556 -0.1 -0.2 -0.1
H 3.529429 -0.742168 0.236063 0.0 0.1 0.1
H 2.779821 0.186319 4.371914 0.1 0.0 -0.2
H 4.313574 0.676223 3.575807 -0.2 0.2 0.2
H 2.772564 1.455560 3.106142 0.1 -0.4 0.0
H 3.704285 -2.203459 3.653387 0.0 0.0 -0.2
H 3.993913 -2.486833 1.902783 -0.1 0.0 0.2
H 5.068003 -1.432674 2.828412 -0.2 0.1 -0.1
```
Positions in Å, forces in eV/Å.

Properties
Kohn-Sham gap (alpha / beta) = 5.05 / 5.08 eV
Max |F| = 0.0681 hartree/bohr
Energy = -79386.0429 eV
ΔE to the lowest compared entry with this formula, charge and spin = 0.000 eV
<S²> = 2.02
LUMO level (alpha / beta) = 4.7 / 4.7 eV
Net charge = -2
HOMO (alpha / beta) = -0.4 / -0.4 eV
Multiplicity = 3


Density functional theory data (ωB97M-V/def2-TZVPD) for a cluster of 4 separate species, C5H15O5 in total.

```
25
Properties=species:S:1:pos:R:3:forces:R:3
O 1.775165 0.472143 -1.360103 0.9 0.3 0.4
C 1.043755 -0.470461 -1.047364 -2.5 0.5 -0.7
O 1.311254 -1.658421 -0.841364 0.2 -0.8 0.6
C -0.582472 -0.108197 -1.085134 1.6 -2.0 2.3
C -1.306397 -0.427374 0.289927 -0.5 0.2 -1.9
C -1.060735 0.666976 1.314684 0.7 -0.9 0.4
C -1.066067 0.127273 2.755896 -1.2 0.9 0.6
H -0.725157 0.937487 -1.210560 -0.2 0.9 -0.7
H -0.931912 -0.749369 -1.888730 -0.4 0.3 -0.2
H -2.380805 -0.405690 0.085417 -0.2 -0.1 -0.1
H -1.155419 -1.458047 0.613022 0.7 0.1 0.2
H -0.046908 1.037869 1.184608 0.0 0.4 -0.3
H -1.773311 1.487424 1.098707 0.4 -0.3 0.5
H -1.987158 -0.457951 2.994213 0.7 0.2 -0.3
H -1.100113 1.006355 3.433141 0.2 -0.5 -0.1
H -0.170747 -0.456816 3.015680 -0.3 0.1 -0.4
H 1.808676 2.355261 -2.852757 0.0 -1.1 0.6
H 0.443766 2.024660 -2.047146 1.1 -0.9 0.0
O 0.972199 2.659729 -2.522364 -1.0 2.6 -0.9
H 2.050996 0.383759 1.284998 0.4 0.2 -0.4
H 3.264565 1.328639 1.566707 -0.1 -0.2 -0.5
O 2.458147 0.967593 1.937678 -0.3 0.0 0.7
H -0.903384 -3.001295 -1.766057 0.3 0.1 0.2
H 0.498401 -3.143050 -2.357169 -0.1 0.4 0.4
O -0.436346 -3.118490 -2.595941 -0.3 -0.6 -0.6
```
Positions in Å, forces in eV/Å.

Properties
Kohn-Sham gap = 8.28 eV
Max |F| = 0.0658 hartree/bohr
Energy = -15667.5551 eV
ΔE to the lowest compared entry with this formula, charge and spin = 1.591 eV
LUMO level = 3.7 eV
Net charge = -1
HOMO = -4.6 eV


Density functional theory data (ωB97M-V/def2-TZVPD) for a structure of composition C12H16Cl2N2O2V.

```
35
Properties=species:S:1:pos:R:3:forces:R:3
V -0.125157 -1.123043 1.044403 1.0 0.4 0.1
Cl 0.074254 -1.960227 3.444620 -0.1 -0.1 0.1
C -1.462853 -2.842279 3.217659 0.1 0.1 -0.2
Cl -1.878769 -2.710181 1.458257 -0.4 -0.3 0.3
H -2.248695 -2.363046 3.789261 0.0 0.0 0.0
H -1.309227 -3.891677 3.439420 0.0 0.0 0.1
C -1.513300 -0.413525 -3.064766 0.0 0.0 0.0
C -1.138550 -0.429358 -1.628565 -0.1 0.2 0.1
N -0.460357 -1.344595 -1.020560 -0.2 0.1 -0.4
O 0.023595 -2.441629 -1.672532 0.0 0.1 0.0
C -1.542316 0.686688 -0.689979 0.1 -0.2 -0.2
C -2.356623 1.876584 -1.036453 0.0 0.0 0.0
N -1.052494 0.364971 0.436925 -0.1 0.0 0.3
O -0.986663 0.577778 1.705740 -0.2 0.1 -0.3
H -1.618721 -1.410545 -3.492898 0.0 0.0 0.0
H -0.767865 0.140106 -3.643949 0.0 0.0 0.0
H -2.466671 0.097171 -3.193380 0.0 0.0 0.0
H -0.138245 -2.357918 -2.627394 0.0 0.0 0.0
H -1.967022 2.351552 -1.937763 0.0 0.0 0.0
H -2.340935 2.592303 -0.217921 0.0 0.0 0.0
H -3.391595 1.586868 -1.230948 0.0 0.0 0.0
C 1.981693 -1.385338 0.842867 0.1 0.0 0.0
C 1.989735 0.039350 0.626893 -0.1 -0.3 0.0
C 1.967603 0.577651 -0.685521 0.0 0.0 0.0
C 1.974768 1.938388 -0.877653 0.0 0.0 0.0
C 1.991100 2.794935 0.228840 0.0 0.0 0.0
C 2.026757 2.292733 1.527880 0.0 -0.1 0.0
C 2.036804 0.929688 1.726565 0.0 0.1 0.1
H 2.395812 -1.752944 1.776476 0.0 0.0 0.0
H 2.146064 -2.034954 -0.014279 0.0 0.0 0.0
H 1.998050 -0.099900 -1.530486 0.0 0.0 0.0
H 1.998439 2.349454 -1.877996 0.0 0.0 0.0
H 2.001006 3.866007 0.072415 0.0 0.0 0.0
H 2.066389 2.967535 2.371272 0.0 0.0 0.0
H 2.093983 0.531384 2.733540 0.0 0.0 0.0
```
Positions in Å, forces in eV/Å.

Properties
Kohn-Sham gap (alpha / beta) = 7.62 / 7.25 eV
Max |F| = 0.0206 hartree/bohr
Energy = -70491.9059 eV
ΔE to the lowest compared entry with this formula, charge and spin = 0.211 eV
<S²> = 1.25
LUMO level (alpha / beta) = -8.5 / -8.2 eV
Net charge = +2
HOMO (alpha / beta) = -16.2 / -15.4 eV
Multiplicity = 2


Question: Which value of net charge does entry 6 give?
Answer: +2


Question: Look up the net charge of the fifth one.
Answer: -1


Question: The highest net charge belongs to which entry?
Answer: C12H16Cl2N2O2V


Question: Among the records above, which one has the highest net charge?
Answer: C12H16Cl2N2O2V